Computed, not measured: a cluster of 13 separate species, C26H78O13 in total, with ωB97M-V/def2-TZVPD.

```
117
C26H78O13 (ωB97M-V/def2-TZVPD)
C 0.54568 -3.10594 5.04876
C 0.15668 -2.85569 3.60748
O 1.30027 -3.16033 2.75943
H 1.14761 -4.00499 5.16941
H -0.34646 -3.26351 5.66495
H 1.12479 -2.24920 5.39431
H -0.02709 -1.78616 3.46633
H -0.68797 -3.45403 3.26457
H 1.81009 -2.32930 2.79271
C 4.36906 -1.64933 -1.77244
C 5.28309 -1.66897 -0.56919
O 6.40317 -2.49586 -0.84535
H 4.75371 -1.05943 -2.60672
H 3.39637 -1.20647 -1.53049
H 4.15105 -2.66443 -2.10635
H 4.63015 -1.94717 0.26277
H 5.69631 -0.68254 -0.33332
H 7.23043 -2.01892 -0.81890
C 4.17120 1.94431 -2.52954
C 2.75502 1.49908 -2.96066
O 2.42882 2.20759 -4.16186
H 4.19339 2.97912 -2.19942
H 4.82055 1.77281 -3.38999
H 4.56833 1.31451 -1.72901
H 2.07083 1.95453 -2.22331
H 2.45434 0.45846 -2.92047
H 2.38182 3.14748 -3.97741
C 4.81562 -1.03383 2.95272
C 3.52722 -0.21840 3.00240
O 2.56401 -0.77004 2.10743
H 4.56900 -2.08916 3.05943
H 5.33736 -0.81692 3.89452
H 5.47178 -0.71586 2.15108
H 3.75516 0.82713 2.77669
H 3.09381 -0.22223 4.00676
H 2.21984 -0.12951 1.46173
C -2.10344 3.07407 3.70794
C -1.77080 2.70868 2.28008
O -2.36324 3.67156 1.34174
H -1.62855 2.29220 4.31191
H -3.16586 3.03129 3.94838
H -1.70711 4.04117 4.00601
H -2.01841 1.69547 1.96580
H -0.69671 2.84923 2.13252
H -2.81105 3.07752 0.72957
C -0.37791 -5.32968 0.48923
C 0.00866 -3.98739 -0.11521
O -0.58016 -3.84906 -1.40521
H 0.15844 -6.13213 -0.02569
H -1.45745 -5.47883 0.41754
H -0.12562 -5.42956 1.54620
H 1.08815 -3.99340 -0.28577
H -0.29161 -3.24457 0.61992
H -0.61816 -4.68239 -1.88256
C -1.12787 3.42852 -2.04338
C -1.06575 4.88321 -2.39404
O 0.22446 5.45610 -2.05334
H -2.13662 3.01921 -1.96994
H -0.69326 3.23650 -1.06062
H -0.64134 2.81114 -2.80462
H -1.84342 5.39166 -1.80632
H -1.24566 5.17622 -3.43170
H 0.16849 6.39540 -2.24524
C -5.31266 -2.99842 -0.23570
C -3.96685 -3.60871 -0.51654
O -3.04819 -2.67246 -1.04815
H -5.23624 -2.11030 0.39563
H -5.97944 -3.77282 0.13606
H -5.71248 -2.61767 -1.18038
H -4.13294 -4.41276 -1.24921
H -3.52811 -4.07146 0.37921
H -2.25876 -3.16059 -1.37396
C 2.60500 3.86408 1.76891
C 1.71597 4.53093 0.70257
O 1.92036 3.89409 -0.56605
H 2.64690 4.51626 2.64042
H 3.62256 3.85019 1.37071
H 2.24811 2.85627 1.97008
H 2.07212 5.56120 0.64594
H 0.67871 4.40764 1.01444
H 1.24839 4.34290 -1.12453
C -0.59917 -0.22627 0.59429
C 0.41959 0.35465 -0.35897
O 1.26110 1.18100 0.47549
H -0.11722 -0.81302 1.37965
H -1.31297 -0.93374 0.15861
H -1.21391 0.58410 0.98513
H -0.11549 1.06991 -0.99014
H 0.98127 -0.38012 -0.93707
H 1.57973 1.93015 -0.04390
C -0.77397 -1.70952 -4.57880
C 0.39303 -0.75121 -4.30419
O -0.00359 0.61399 -4.48362
H -0.74046 -2.63335 -4.00011
H -0.67717 -2.08592 -5.59911
H -1.74178 -1.23686 -4.45216
H 1.13846 -0.92614 -5.08956
H 0.89776 -0.92767 -3.35025
H 0.78462 1.17625 -4.40357
C -3.47899 -0.62179 3.65715
C -4.38415 0.25311 2.82338
O -3.96790 0.36070 1.47524
H -2.41431 -0.44340 3.47535
H -3.52206 -1.67644 3.34951
H -3.71473 -0.57858 4.71887
H -4.34208 1.26256 3.23899
H -5.42857 -0.05149 2.93542
H -3.77089 -0.51885 1.12852
C -4.44939 0.75005 -1.98264
C -3.07506 0.27195 -2.38967
O -2.65123 1.01246 -3.52623
H -4.75074 0.18595 -1.10134
H -5.13323 0.78287 -2.82945
H -4.39655 1.80757 -1.69369
H -3.22298 -0.77583 -2.68360
H -2.40828 0.18408 -1.52527
H -1.94432 0.49152 -3.94396
```

Kohn-Sham gap: 9.965 eV
net charge: 0

Atomic partial charges in e from the Mulliken method, atoms 1 to 4: number 1, C, carries -1.442; number 2, C, carries 0.258; number 3, O, carries -0.443; number 4, H, carries 0.314

=====

Computed, not measured: a structure of composition C46H53Ti, with ωB97M-V/def2-TZVPD.

```
100
C46H53Ti (ωB97M-V/def2-TZVPD)
C -5.21371 5.82495 2.91004
C -4.44201 4.78996 2.14873
C -3.80774 3.76436 2.84671
C -3.16540 2.70816 2.19747
C -2.65038 1.59725 3.08213
C -3.08881 2.71619 0.78414
C -2.44584 1.56996 -0.00953
C -3.32989 0.32857 -0.00497
C -0.98100 1.29614 0.41401
C 0.02489 2.07103 -0.32285
C 1.15135 2.60752 0.36710
C 1.39410 4.01447 0.32527
C 0.36092 4.93938 -0.24365
C 2.54525 4.52974 0.90430
C 3.43354 3.72607 1.62618
C 4.67540 4.32107 2.20741
C 3.14449 2.36277 1.77475
C 2.01827 1.79457 1.19577
C 1.74519 0.34358 1.45799
C -3.70103 3.76943 0.07378
C -3.67654 3.82421 -1.43085
C -4.35275 4.79596 0.75600
H -5.63234 6.57702 2.23478
H -6.03992 5.36514 3.47122
H -4.57182 6.32581 3.64645
H -3.83170 3.78218 3.93995
H -3.14706 0.63553 2.89144
H -1.56337 1.44481 3.02139
H -2.84634 1.85293 4.13462
H -2.39026 1.88901 -1.05484
H -4.32291 0.59671 -0.39330
H -2.92696 -0.45425 -0.66326
H -3.45490 -0.07368 1.00906
H -0.83535 1.57199 1.46756
H -0.76096 0.21783 0.36359
H -0.20859 2.44199 -1.32570
H 0.77363 5.94966 -0.35378
H 0.00508 4.60365 -1.22375
H -0.52826 5.01350 0.40593
H 2.75257 5.59897 0.81364
H 5.24668 3.56655 2.75237
H 5.31409 4.74129 1.42190
H 4.43321 5.13968 2.89336
H 3.82154 1.72610 2.35432
H 2.65897 -0.15757 1.81425
H 0.98142 0.18773 2.24402
H 1.41510 -0.15523 0.54089
H -4.28122 4.67283 -1.76874
H -2.66185 3.97852 -1.82497
H -4.09387 2.92133 -1.89544
H -4.80303 5.61136 0.18400
C -1.70539 -1.48603 -6.03152
C -1.13382 -0.20203 -6.07248
C -0.65176 0.38884 -4.91389
C -0.76286 -0.28983 -3.65590
C -0.31981 0.33187 -2.47278
Ti 0.95219 -4.11096 -0.56388
C 2.62579 -2.79714 -0.18139
C 3.49117 -3.26311 0.93072
C 4.54871 -2.41233 1.29986
C 5.39762 -2.74292 2.35086
C 5.19335 -3.92380 3.07382
C 4.15261 -4.78608 2.70983
C 3.33191 -4.47972 1.62117
C 0.22066 -5.51230 -2.23049
C 0.95188 -4.45967 -2.87598
C 2.32435 -4.57033 -2.46756
C 2.43379 -5.66110 -1.53642
C 1.12274 -6.23006 -1.36580
C -1.20039 -3.32116 -0.21338
C -0.36852 -2.69679 0.78069
C 0.17425 -3.73221 1.61680
C -0.32081 -4.99071 1.14370
C -1.18936 -4.73334 0.03356
C -1.31310 -1.61120 -3.64256
C -1.77039 -2.19078 -4.81584
H -2.09648 -1.93931 -6.94379
H -1.06056 0.33501 -7.01923
H -0.18753 1.37880 -4.91599
H 0.57921 0.95581 -2.52453
H -0.67669 -0.08765 -1.54101
H 3.21913 -2.59387 -1.08953
H 2.13096 -1.84344 0.06578
H 4.68764 -1.48633 0.74145
H 6.21881 -2.07205 2.61066
H 5.84272 -4.18013 3.91144
H 3.97323 -5.70530 3.26790
H 2.56285 -5.20792 1.32767
H -0.81105 -5.76717 -2.44287
H 0.55377 -3.73514 -3.58082
H 3.13470 -3.92841 -2.80887
H 3.35358 -6.02171 -1.06981
H 0.88374 -7.09430 -0.74762
H -1.79954 -2.79253 -0.95022
H -0.23466 -1.62273 0.91133
H 0.80652 -3.57110 2.49090
H -0.13326 -5.95929 1.60455
H -1.80415 -5.46733 -0.48186
H -1.30057 -2.16995 -2.70237
H -2.16701 -3.20780 -4.79528
```

Kohn-Sham gap: 2.440 eV
net charge: -1

Atomic partial charges in e from the Mulliken method, atoms 1 to 4: number 1, C, carries -1.492; number 2, C, carries 0.627; number 3, C, carries -0.967; number 4, C, carries 0.989

=====

HOMO energy list, top to bottom, in hartree: -0.3455 -0.0724
Energy above the lowest of the compared OMol25 structures with the same formula, charge and spin list, top to bottom, in kcal per mole: 64.9 85.0